(1)
Entry from OMol25: an isolated ion of composition C9H16NS and charge +1 (wB97M-V/def2-TZVPD).

```
27
Properties=species:S:1:pos:R:3:forces:R:3:nbo_charge:R:1
S 0.41750 -2.72591 0.46061 0.84 -0.09 0.24 0.341
N -2.42689 -2.32630 0.05772 2.05 -0.60 1.51 -0.777
C 2.36656 -0.79017 -1.45915 -2.15 -1.05 -0.44 -0.585
C -1.54337 -1.32203 -0.59439 1.26 -2.55 -0.37 -0.133
C 0.55606 1.58806 0.43114 -0.46 2.87 -0.48 -0.169
C -0.00008 -1.41328 -0.46146 -1.81 1.42 0.90 0.138
C 0.64336 2.34157 1.64789 -0.05 1.95 2.37 -0.250
C 0.98477 -0.33812 -0.93573 0.04 -1.54 -1.35 -0.343
C 1.04451 0.38827 0.33760 1.62 -2.51 1.36 -0.204
C -2.28427 -0.04042 -0.57652 2.14 1.29 0.61 -0.605
C 0.22413 3.63697 1.79872 2.49 -4.98 3.83 -0.265
H -2.48924 0.06331 0.51564 -0.41 0.55 -0.93 0.225
H -0.12143 4.08873 1.01205 -2.11 2.97 -4.13 0.180
H -1.38630 -1.81052 -1.56317 -0.68 0.36 -1.41 0.257
H -2.78614 -1.91639 0.92193 -0.23 0.15 -0.25 0.370
H 0.26090 4.07676 2.78834 0.03 0.26 -0.32 0.220
H 0.62319 0.26233 -1.76768 -0.96 0.13 0.44 0.262
H -1.89166 -3.14360 0.46143 -0.90 0.79 -1.06 0.359
H 2.51855 -1.80030 -1.10861 0.79 -0.26 -0.34 0.199
H 2.35480 -0.71301 -2.54880 0.17 -0.46 0.16 0.241
H 1.70565 -2.35840 0.49969 0.30 -0.56 -0.01 0.153
H 1.08733 1.85188 2.56706 -0.61 0.32 -1.29 0.216
H -1.56226 0.79273 -0.86103 -1.55 -0.83 0.03 0.224
H 0.18397 2.13104 -0.49916 0.24 -0.85 1.35 0.224
H 3.07357 -0.12366 -1.09747 1.54 1.03 0.76 0.237
H -3.14719 -0.19271 -1.20269 -0.40 0.62 0.03 0.262
H 1.59397 -0.20683 1.17603 -1.17 1.58 -1.23 0.222
```
Positions in Å, forces in eV/Å.

Results
HOMO energy = -12.45 eV
largest force on an atom = 6.8 eV/A
LUMO energy = -5.26 eV
multiplicity = 1
frontier orbital gap = 7.19 eV
total charge = +1

***

(2)
Entry from OMol25: one molecule with the formula C9H16O (wB97M-V/def2-TZVPD).

```
26
Properties=species:S:1:pos:R:3:forces:R:3:nbo_charge:R:1
O -0.01550 -2.75422 -0.84177 -0.39 -1.35 -0.84 -0.494
C -0.96924 1.58654 0.67503 -0.17 0.14 0.12 0.036
C -0.74694 2.43313 1.89531 -0.14 -0.09 -0.06 -0.630
C 1.29269 -0.90312 -1.79926 -0.43 0.05 0.28 -0.636
C 0.93085 -1.74622 -0.60090 -0.55 0.73 1.35 0.220
C -0.70188 2.28433 -0.62729 -0.04 -0.24 0.19 -0.653
C -0.44902 -1.76188 0.04263 1.27 0.97 -0.28 0.083
C 2.09101 -2.04068 0.32679 -0.04 -0.36 -0.43 -0.628
C -1.49436 -0.71778 -0.28231 -0.18 -0.24 -0.10 -0.469
C -1.37775 0.32867 0.78841 0.00 -0.18 -0.02 -0.197
H 1.78074 -2.73550 1.10240 0.02 -0.03 0.11 0.219
H -1.57317 -0.05435 1.78430 0.04 0.05 0.16 0.190
H 1.54051 0.10958 -1.49136 0.11 0.14 0.01 0.213
H -1.30240 1.88205 -1.42802 -0.14 -0.13 -0.31 0.217
H -0.52190 -2.12673 1.06845 0.17 0.13 0.00 0.171
H 0.46995 -0.86192 -2.50625 -0.08 0.02 -0.07 0.222
H 0.28137 2.79223 1.91141 0.11 0.09 0.06 0.211
H -1.39872 3.30732 1.88225 -0.01 0.10 0.01 0.210
H -1.34596 -0.30742 -1.27906 -0.01 -0.04 -0.03 0.214
H -0.91773 3.34206 -0.54266 -0.06 0.26 0.03 0.215
H 0.33999 2.18783 -0.90312 0.37 0.03 -0.13 0.216
H 2.15401 -1.33129 -2.30437 0.13 -0.08 -0.06 0.217
H -2.48520 -1.18449 -0.24337 -0.01 0.07 -0.10 0.216
H -0.93711 1.87536 2.80855 0.02 -0.03 0.08 0.213
H 2.43349 -1.11179 0.79100 0.00 -0.10 -0.06 0.216
H 2.92227 -2.49171 -0.22679 -0.01 0.08 0.11 0.206
```
Positions in Å, forces in eV/Å.

Results
HOMO energy = -9.05 eV
largest force on an atom = 1.6 eV/A
LUMO energy = 0.88 eV
multiplicity = 1
frontier orbital gap = 9.93 eV

***

(3)
Entry from OMol25: one molecule with the formula C9H16O2 (wB97M-V/def2-TZVPD).

```
27
Properties=species:S:1:pos:R:3:forces:R:3:nbo_charge:R:1
O -4.39219 -0.79026 -1.75479 3.34 0.77 4.07 -0.524
O -2.73271 -1.42805 -0.10585 -0.40 0.55 -1.60 -0.556
C 1.25187 -1.21229 0.26340 0.11 -0.05 0.00 -0.407
C -3.60185 -0.51265 -0.82960 -1.15 0.14 -0.87 0.811
C -3.21060 0.88270 -0.15579 2.23 -0.33 0.12 -0.536
C 1.73139 0.25999 -0.14824 0.52 0.51 0.19 -0.228
C -0.26001 -1.31975 0.78439 -0.70 -1.22 0.29 -0.432
C 1.72876 1.19395 1.18530 -0.69 0.17 -0.20 -0.636
C -1.60716 0.72143 -0.26571 0.58 -1.61 -1.46 -0.443
C 3.20464 0.26841 -0.85305 -0.48 0.52 0.08 -0.620
C -1.36917 -0.90051 -0.29631 0.52 0.89 0.22 0.099
H -3.46023 1.86380 -0.67448 -0.37 -1.60 0.80 0.245
H 1.32507 0.63130 2.10998 0.85 0.82 -1.44 0.208
H 1.92501 -1.55113 1.14204 -1.01 0.55 -1.36 0.216
H 3.11981 0.50948 -1.98095 0.11 -0.70 1.79 0.216
H 3.79768 1.14369 -0.40436 -0.67 -1.46 -0.64 0.210
H -0.95498 1.13260 0.58604 -1.31 -0.21 -1.55 0.230
H 3.76043 -0.71946 -0.69198 -0.73 1.46 -0.25 0.214
H 0.99496 2.07223 1.02002 1.32 -1.23 0.33 0.210
H 1.44096 -1.97822 -0.57717 -0.42 1.27 1.09 0.215
H -1.25548 0.99421 -1.33349 -0.44 0.44 1.98 0.217
H 2.76538 1.62342 1.40522 -1.50 -0.67 -0.22 0.219
H -0.45977 -2.43415 1.03117 0.40 1.72 -0.31 0.230
H -1.03407 -1.32508 -1.31834 -0.37 0.98 1.49 0.184
H -3.38030 0.83767 0.98399 -0.47 0.20 -2.01 0.246
H -0.37083 -0.74947 1.78488 -0.03 -0.75 -1.72 0.207
H 1.04340 0.78615 -0.90632 0.77 -1.17 1.18 0.205
```
Positions in Å, forces in eV/Å.

Results
HOMO energy = -10.45 eV
largest force on an atom = 5.3 eV/A
LUMO energy = 0.77 eV
multiplicity = 1
frontier orbital gap = 11.21 eV

***

(4)
Entry from OMol25: C9H16O3 as an isolated structure (wB97M-V/def2-TZVPD).

```
28
Properties=species:S:1:pos:R:3:forces:R:3:nbo_charge:R:1
O 2.21462 -1.02933 -0.17883 -0.75 1.03 1.17 -0.552
O -0.01801 -1.11021 -0.83989 0.81 -2.90 -0.18 -0.580
O -0.10030 2.00529 2.10943 -4.79 2.08 3.17 -0.740
C -1.70346 1.06505 -1.36720 -3.14 0.68 -2.64 -0.609
C 0.46218 -0.44860 1.58044 -3.35 -4.63 -3.63 -0.444
C -0.76226 1.53965 -0.33051 3.31 2.82 1.09 -0.310
C -1.10569 1.44195 1.16368 -1.84 -0.02 2.14 0.110
C -1.11404 -0.05091 1.55390 0.56 1.78 1.26 -0.452
C 0.82682 -0.46422 -0.00286 1.71 2.27 1.43 0.557
C 0.66116 -2.36406 -1.32696 -0.28 5.31 -4.36 -0.096
C 0.78911 1.02969 -0.47633 1.86 0.81 1.17 -0.457
C 2.24299 -2.04886 -1.06104 -1.58 -4.48 -2.39 -0.061
H 1.20355 0.16194 2.02861 0.08 0.19 1.04 0.250
H 0.15708 -2.17587 -2.52316 2.01 -1.92 3.42 0.216
H -0.91244 2.26356 3.01455 4.45 -1.08 -4.08 0.465
H 1.32135 1.65703 0.33918 -0.68 -1.01 -1.26 0.230
H 1.56145 1.21485 -1.42819 -2.89 -0.52 1.87 0.239
H -2.38294 -0.00116 -1.16170 2.24 3.32 -0.81 0.234
H 0.33423 -1.59814 1.86367 1.23 2.34 -0.08 0.210
H -1.54114 -0.04088 2.64553 0.48 -0.86 -2.17 0.211
H 0.44757 -3.18253 -0.73618 -1.28 -1.79 0.71 0.178
H -0.64975 2.66014 -0.45204 -0.09 -1.06 -0.31 0.231
H 2.86183 -1.86688 -2.02208 -0.98 -0.05 1.59 0.180
H 2.51632 -3.28419 -0.70266 0.13 3.76 -0.28 0.136
H -2.11623 2.04591 1.53814 2.04 -1.76 -1.94 0.177
H -0.98191 1.04260 -2.29712 -2.10 -0.58 1.37 0.238
H -2.53003 2.10237 -1.64359 2.19 -3.55 0.90 0.202
H -1.68206 -0.56419 0.71321 0.66 -0.16 1.79 0.236
```
Positions in Å, forces in eV/Å.

Results
HOMO energy = -9.08 eV
largest force on an atom = 6.9 eV/A
LUMO energy = 0.38 eV
multiplicity = 1
frontier orbital gap = 9.46 eV

***

(5)
Entry from OMol25: one molecule with the formula C9H16O3 (wB97M-V/def2-TZVPD).

```
28
Properties=species:S:1:pos:R:3:forces:R:3:nbo_charge:R:1
O -1.78950 -0.60723 -1.30999 -2.35 0.28 -0.27 -0.510
O -1.34927 0.89365 0.36092 0.28 0.26 -0.89 -0.540
O 2.61411 -1.47776 -0.49804 -0.91 -0.43 0.78 -0.715
C 2.17299 -0.36433 0.25831 -2.64 -1.47 1.51 0.099
C -2.68271 0.54555 0.53539 -2.45 0.12 2.85 -0.116
C -0.83186 -0.11646 -0.47003 2.99 -2.86 1.40 0.513
C -2.90371 -0.72373 -0.43508 -2.20 -0.60 0.94 -0.118
C 1.37612 2.14556 0.09320 -1.45 -1.34 1.33 -0.652
C 0.37601 0.23744 -1.32483 0.74 0.84 -3.13 -0.444
C 0.97792 -0.91168 1.17145 0.98 1.20 2.10 -0.428
C -0.42710 -1.27381 0.56447 3.18 -1.86 -2.07 -0.461
C 1.62762 0.77295 -0.63674 0.88 -0.21 0.01 -0.241
H -0.26472 -2.37853 0.02550 -0.68 2.97 1.02 0.217
H 3.05669 -1.07971 -1.20979 1.26 0.31 -1.86 0.454
H -2.84316 -1.77048 0.15456 -0.12 2.53 -1.12 0.188
H 0.85888 -0.03349 1.92015 -0.20 -1.32 -0.97 0.196
H -3.96317 -0.72290 -0.92831 2.27 0.17 0.37 0.216
H 0.11535 1.00250 -2.13018 -0.27 -0.58 1.24 0.229
H 2.43428 0.79428 -1.39267 -0.41 0.78 -0.15 0.193
H -2.97799 0.24784 1.64844 1.14 -0.01 -1.89 0.164
H 0.22345 2.26839 0.11165 2.10 0.21 -0.08 0.245
H 2.99732 -0.14222 0.93466 -0.08 0.84 0.11 0.175
H 1.60561 1.80485 1.19382 0.01 1.85 -1.76 0.215
H -3.24020 1.55578 0.55148 0.15 -1.77 -1.31 0.205
H -1.13113 -1.41666 1.36738 -0.20 0.15 0.19 0.216
H 1.84031 3.09663 -0.33711 -0.25 -1.64 0.89 0.231
H 0.72136 -0.60372 -2.04950 -1.05 0.69 1.80 0.248
H 1.40649 -1.74270 1.83088 -0.71 0.89 -1.05 0.222
```
Positions in Å, forces in eV/Å.

Results
HOMO energy = -9.50 eV
largest force on an atom = 4.4 eV/A
LUMO energy = 0.87 eV
multiplicity = 1
frontier orbital gap = 10.37 eV

***

(6)
Entry from OMol25: C9H16P2PtS5Se3Te as an isolated structure (wB97M-V/def2-TZVPD).

```
37
Properties=species:S:1:pos:R:3:forces:R:3:nbo_charge:R:1
Pt -0.18178 -0.50247 -0.25763 -0.80 -2.11 -1.36 0.351
Te 0.99301 3.28979 2.75159 0.20 -0.26 -0.22 0.418
Se 0.07527 2.98944 0.39692 -0.59 0.46 0.14 -0.118
Se 1.53676 1.35821 -0.07635 0.50 -0.48 -0.15 -0.004
Se -0.15204 1.68009 4.11234 -0.11 -0.01 -0.02 -0.626
S 0.64791 -3.87360 -3.63070 -0.42 0.21 -0.10 0.463
S 1.54661 -1.99298 -1.52671 0.17 1.46 2.42 -0.085
S -0.85524 0.05286 -2.68040 0.02 1.56 2.20 -0.118
S -1.45284 -2.10278 -4.60617 0.26 -0.37 0.19 0.465
S -1.15738 -4.79608 -5.81541 0.02 -0.11 -0.10 -0.048
P -0.05317 -2.01035 1.66775 -0.22 0.61 0.14 1.032
P -2.48259 -0.09935 0.51663 0.17 -0.43 0.25 1.016
C 0.48559 -2.34246 -2.79287 -2.47 0.90 -1.92 -0.473
C -0.67498 -3.65947 -4.74917 0.08 0.25 0.10 -0.564
C -0.51331 -1.49764 -3.25984 1.80 -2.62 0.07 -0.458
C -1.60194 -1.71893 2.62238 0.09 0.03 -0.14 -0.742
C -3.05752 1.30038 1.53809 0.41 0.03 -0.26 -0.962
C -3.84770 -0.29662 -0.68889 0.55 0.09 -0.09 -0.946
C -2.78087 -1.50939 1.67821 0.15 0.03 -0.14 -0.724
C -0.12139 -3.81104 1.32064 0.12 0.48 -0.38 -0.947
C 1.22490 -1.92409 2.96449 0.05 0.28 -0.46 -0.955
H -1.78126 -2.57594 3.27681 0.04 0.03 0.02 0.240
H -1.43820 -0.83595 3.24926 0.03 -0.05 -0.06 0.264
H -2.93437 -2.40606 1.06892 -0.08 0.04 0.00 0.234
H 2.18918 -2.18841 2.52918 0.02 0.02 0.08 0.253
H -3.68682 -1.19764 -1.28018 0.02 0.05 -0.04 0.258
H -3.84606 0.56081 -1.36151 0.00 -0.05 -0.06 0.262
H -0.25576 -4.35852 2.25273 -0.05 0.08 0.06 0.236
H -3.69601 -1.31918 2.24474 -0.03 -0.01 -0.11 0.243
H -4.06777 1.09233 1.88309 -0.13 -0.09 -0.05 0.234
H 1.26505 -0.90795 3.35832 0.03 0.05 -0.05 0.279
H -4.80916 -0.35326 -0.17891 0.06 0.01 0.15 0.237
H -2.40061 1.41577 2.39983 0.11 0.10 0.01 0.279
H -3.05485 2.22351 0.95934 0.06 -0.01 0.02 0.254
H -0.93422 -4.03295 0.63002 0.03 -0.05 -0.01 0.249
H 0.81937 -4.11198 0.86047 -0.05 0.00 -0.09 0.266
H 0.98199 -2.61086 3.77362 -0.06 -0.11 -0.03 0.238
```
Positions in Å, forces in eV/Å.

Results
HOMO energy (alpha / beta) = -6.88 / -6.88 eV
largest force on an atom = 3.3 eV/A
LUMO energy (alpha / beta) = -3.24 / -3.24 eV
multiplicity = 1
frontier orbital gap (alpha / beta) = 3.64 / 3.64 eV

***

| no. | calculated total energy (Ha) |
| --- | --- |
| 1 | -805.07974 |
| 2 | -427.71374 |
| 3 | -502.91399 |
| 4 | -577.96185 |
| 5 | -578.13756 |
| 6 | -10617.84937 |